[1]
Entry from the Open Molecules 2025 dataset: a cluster of 2 separate species, C4H9I2N2 in total in a non-equilibrium geometry (ωB97M-V with the def2-TZVPD basis set).

Structure (XYZ):
```
17
C4H9I2N2 ωB97M-V with the def2-TZVPD basis set
C -0.791 0.323 -0.552
C 1.764 2.041 -0.492
C -0.759 -2.182 -0.105
C -0.722 -2.346 1.330
N -0.831 -1.003 -0.810
N 0.894 2.997 -0.504
I -1.689 1.113 1.171
I 2.804 1.354 1.208
H -0.907 0.787 -1.597
H 1.829 1.388 -1.315
H -0.403 -2.966 -0.805
H -0.295 -3.351 1.513
H -1.676 -2.384 1.885
H -0.051 -1.714 1.736
H -0.775 -1.166 -1.785
H 0.826 3.442 0.347
H 0.782 3.667 -1.224
```

Energy above the lowest of the compared OMol25 structures with the same formula, charge and spin ... 79.2 kcal per mole
HOMO (spin up / spin down) ... -0.38721 / -0.37810 Ha
Frontier orbital gap (spin up / spin down) ... 0.2035 / 0.1828 Ha
Net charge ... +1
LUMO level (spin up / spin down) ... -5.00 / -5.31 eV

[2]
Entry from the Open Molecules 2025 dataset: a structure of composition C4H9IN2O6P in a non-equilibrium geometry (ωB97M-V with the def2-TZVPD basis set).

Structure (XYZ):
```
23
C4H9IN2O6P ωB97M-V with the def2-TZVPD basis set
N 2.516 0.006 1.699
P 1.999 -0.432 0.334
O 0.746 -1.409 0.337
O 3.118 -1.279 -0.491
N 1.619 0.912 -0.662
O 2.093 2.160 -0.182
C 0.256 1.013 -1.054
O -0.117 0.655 -2.142
O -0.517 1.544 -0.105
C -1.909 1.300 -0.232
C -2.279 -0.004 0.460
C -3.143 -0.931 -0.301
O -3.636 -0.139 0.788
H 3.453 -0.355 1.803
H 0.936 -2.183 -0.203
H 2.929 -1.188 -1.434
H 3.039 2.114 -0.353
H -2.255 1.269 -1.261
H -2.456 2.072 0.304
H -1.527 -0.440 1.103
H -3.359 -0.527 -1.281
H -3.123 -1.986 -0.081
I 1.617 -2.173 2.954
```

HOMO ... -0.07704 Ha
Frontier orbital gap ... 0.1775 Ha
Net charge ... -1
LUMO level ... 2.73 eV

[3]
Entry from the Open Molecules 2025 dataset: the ion C4H9INO with charge +1 in a non-equilibrium geometry (ωB97M-V with the def2-TZVPD basis set).

Structure (XYZ):
```
16
C4H9INO ωB97M-V with the def2-TZVPD basis set
C 0.636 -0.696 -0.115
C 0.953 -1.787 1.355
C 0.504 1.569 -0.683
C -1.605 0.361 -0.217
N -0.200 0.542 0.045
O 1.742 -0.721 0.761
I 1.434 -3.715 0.680
H 0.763 -1.068 -1.078
H 0.073 -1.504 1.869
H -0.090 2.537 -0.682
H 1.601 1.396 -0.537
H 0.447 1.407 -1.748
H -1.994 0.171 -1.255
H -2.046 -0.338 0.451
H -2.232 1.123 0.065
H 0.015 0.722 1.090
```

Energy above the lowest of the compared OMol25 structures with the same formula, charge and spin ... 94.8 kcal per mole
HOMO ... -0.47670 Ha
Frontier orbital gap ... 0.3456 Ha
Net charge ... +1
LUMO level ... -3.57 eV

[4]
Entry from the Open Molecules 2025 dataset: the ion C4H9N with charge -1 in a non-equilibrium geometry (ωB97M-V with the def2-TZVPD basis set).

Structure (XYZ):
```
14
C4H9N ωB97M-V with the def2-TZVPD basis set
C 0.420 0.829 -0.899
C 0.347 -0.360 0.075
C -0.531 -0.161 1.269
C -0.802 -0.965 2.286
N 0.176 0.427 -2.276
H 1.385 1.309 -0.784
H -0.373 1.524 -0.625
H 1.334 -0.786 0.330
H -0.013 -1.224 -0.494
H -1.003 0.818 1.270
H -0.342 -1.951 2.303
H -1.472 -0.676 3.090
H -0.153 1.187 -2.869
H 1.026 0.029 -2.674
```

Energy above the lowest of the compared OMol25 structures with the same formula, charge and spin ... 18.2 kcal per mole
HOMO (spin up / spin down) ... 0.05618 / -0.18044 Ha
Frontier orbital gap (spin up / spin down) ... 0.0904 / 0.3199 Ha
Spin multiplicity ... 2
Net charge ... -1
LUMO level (spin up / spin down) ... 3.99 / 3.80 eV

[5]
Entry from the Open Molecules 2025 dataset: the molecule C4H9N in a non-equilibrium geometry (ωB97M-V with the def2-TZVPD basis set).

Structure (XYZ):
```
14
C4H9N ωB97M-V with the def2-TZVPD basis set
C 1.109 1.005 -0.358
C -0.878 1.093 0.485
C -1.379 0.185 -0.551
N 0.025 -0.144 -0.324
C 0.299 -1.366 0.432
H 1.476 1.577 0.512
H 1.917 0.369 -0.663
H 0.915 1.739 -1.135
H -0.982 0.620 1.470
H -1.596 0.569 -1.548
H -2.013 -0.657 -0.274
H -0.443 -1.547 1.214
H 0.322 -2.239 -0.222
H 1.271 -1.295 0.913
```

Energy above the lowest of the compared OMol25 structures with the same formula, charge and spin ... 117.3 kcal per mole
HOMO ... -0.26874 Ha
Frontier orbital gap ... 0.3048 Ha
Net charge ... 0
LUMO level ... 0.98 eV

[6]
Entry from the Open Molecules 2025 dataset: the molecule C4H9N (ωB97M-V with the def2-TZVPD basis set).

Structure (XYZ):
```
14
C4H9N ωB97M-V with the def2-TZVPD basis set
C 0.705 -0.105 -1.755
C 0.934 -0.063 -0.280
C 0.229 0.540 1.897
N -0.006 0.109 0.649
C -1.399 -0.236 0.327
H 1.687 -0.209 -2.227
H 0.099 -0.956 -2.095
H 0.253 0.813 -2.164
H 1.946 -0.008 0.102
H 1.249 0.829 2.118
H -0.462 0.253 2.676
H -1.452 -1.304 0.108
H -2.031 0.006 1.183
H -1.751 0.331 -0.538
```

Energy above the lowest of the compared OMol25 structures with the same formula, charge and spin ... 53.5 kcal per mole
HOMO ... -0.23348 Ha
Frontier orbital gap ... 0.2713 Ha
Net charge ... 0
LUMO level ... 1.03 eV

[7]
Entry from the Open Molecules 2025 dataset: the molecule C4H9N in a non-equilibrium geometry (ωB97M-V with the def2-TZVPD basis set).

Structure (XYZ):
```
14
C4H9N ωB97M-V with the def2-TZVPD basis set
C 0.497 0.463 -2.035
N 0.144 -0.272 -0.825
C -0.040 0.616 0.347
C -0.083 -1.187 2.055
C -0.641 -0.103 1.523
H 1.189 1.251 -1.708
H 1.103 -0.183 -2.667
H -0.296 1.015 -2.547
H -0.672 -0.841 -1.023
H -0.687 1.470 0.138
H 1.007 0.887 0.488
H -0.480 -1.681 2.930
H 0.465 -1.809 1.359
H -1.506 0.374 1.966
```

Energy above the lowest of the compared OMol25 structures with the same formula, charge and spin ... 32.3 kcal per mole
HOMO ... -0.32609 Ha
Frontier orbital gap ... 0.3674 Ha
Net charge ... 0
LUMO level ... 1.12 eV

[8]
Entry from the Open Molecules 2025 dataset: a cluster of 2 separate species, C4H9N in total (ωB97M-V with the def2-TZVPD basis set).

Structure (XYZ):
```
14
C4H9N ωB97M-V with the def2-TZVPD basis set
C 0.933 1.688 -0.749
C 0.695 -0.248 0.081
C 0.105 0.281 1.383
N -0.551 -0.492 0.299
C -1.455 -1.573 0.026
H 1.904 2.159 -0.557
H 1.039 1.095 -1.668
H 0.174 2.444 -0.988
H 1.459 -0.830 -0.418
H 0.491 1.432 0.463
H 0.268 -0.382 2.250
H -1.010 -2.515 0.371
H -2.396 -1.416 0.556
H -1.655 -1.644 -1.048
```

Energy above the lowest of the compared OMol25 structures with the same formula, charge and spin ... 160.0 kcal per mole
HOMO ... -0.27752 Ha
Frontier orbital gap ... 0.3034 Ha
Net charge ... 0
LUMO level ... 0.70 eV